[1]
# C36H39N5O2Pr

A molecular structure, C36H39N5O2Pr at a distorted geometry (the ωB97M-V functional and the def2-TZVPD basis, the OMol25 dataset).

```
83
Properties=species:S:1:pos:R:3:forces:R:3:mulliken_charge:R:1
Pr 13.5409 10.3535 11.6403 0.87 -0.38 1.14 0.292
C 15.2576 14.1262 12.3349 -2.20 2.65 1.18 -1.415
C 14.2955 13.5183 11.3569 -0.43 -1.31 -0.55 0.803
C 12.7443 13.6049 11.5842 0.83 0.24 0.26 -1.058
N 12.1745 12.2946 11.9458 3.44 0.83 -0.93 0.094
C 10.9578 12.1791 12.2521 -4.68 1.99 1.60 0.794
C 10.0869 13.3765 12.2073 1.55 0.12 -0.52 -0.684
C 8.7925 13.6155 12.6060 -0.36 -0.34 -0.39 -0.554
C 7.8539 12.7309 13.1682 0.80 0.23 -0.37 -0.744
C 8.1494 11.4281 13.5126 -0.67 -0.01 -0.41 -0.376
C 9.3083 10.6573 13.4073 -0.87 -2.04 0.09 -0.788
C 10.4745 10.8349 12.6952 0.14 1.80 -0.32 1.358
N 11.3172 9.9027 12.3472 1.03 -1.52 -0.64 0.027
C 11.0390 8.4848 12.5208 -0.17 -0.32 -0.98 -0.319
C 11.8868 7.8714 13.5967 0.19 -1.93 0.30 -1.298
C 13.3513 7.4517 13.3693 -1.94 -2.57 1.01 -0.630
N 14.1637 8.5325 13.2256 3.13 3.91 -0.49 0.300
C 15.3705 8.6072 13.8435 -0.70 -0.16 0.37 0.858
C 15.9404 7.4491 14.3495 0.31 -0.61 1.29 -0.933
C 16.8703 7.1949 15.4065 -0.55 0.51 -1.81 -0.600
C 17.6782 8.0263 16.1613 -1.50 1.52 -2.31 -0.829
C 17.7455 9.4182 15.8461 -1.50 -1.43 0.28 -0.575
C 17.0539 10.1833 14.9252 0.45 -0.91 0.66 -0.997
C 16.0892 9.9187 13.9593 -1.55 -1.59 -2.24 0.743
N 15.7226 10.7237 12.9694 1.13 2.39 0.92 0.770
C 16.4681 12.0617 12.9454 1.51 -1.18 -0.08 -1.212
C 15.7227 13.2695 13.4422 -0.38 -0.81 1.07 -0.368
H 14.7335 15.0187 12.7983 0.23 -0.79 -0.36 0.388
H 16.0242 14.6476 11.8209 1.27 -0.08 -0.60 0.508
H 14.5947 12.4251 11.2429 -0.05 1.29 -0.26 -0.968
H 14.4866 13.9738 10.3824 0.01 -0.24 0.00 0.451
H 12.4038 13.9316 10.6027 -0.63 -0.05 0.00 0.464
H 12.4743 14.4370 12.2987 0.43 -0.98 -0.42 0.537
H 10.6328 14.2456 11.7162 -1.24 -1.22 0.76 0.267
H 8.3534 14.5834 12.3449 0.50 -0.09 0.13 0.305
H 6.8477 13.1415 13.2014 0.05 -0.50 0.38 0.320
H 7.2956 10.8147 13.7625 -0.18 0.11 0.58 0.329
H 9.1658 9.5622 13.7040 0.06 1.86 -0.13 0.178
H 11.2161 7.9411 11.5534 -0.01 0.43 0.43 -0.431
H 9.9829 8.2653 12.7490 0.35 0.21 -0.13 0.564
H 11.4594 6.8409 13.8060 -0.17 1.44 0.56 0.436
H 11.9527 8.6031 14.4016 -0.55 -0.49 0.63 0.300
H 13.3648 6.7549 12.4984 0.20 -0.02 0.38 0.198
H 13.5707 6.8615 14.3310 -0.14 0.49 -1.38 0.659
H 15.3753 6.5639 14.0256 0.80 0.17 0.16 0.558
H 16.9259 6.1352 15.4735 0.37 -0.77 0.98 0.342
H 18.1839 7.6024 16.9682 1.05 -0.34 1.08 0.431
H 18.2782 10.0521 16.4936 1.13 0.37 0.83 0.398
H 17.2960 11.2049 14.9862 0.29 0.97 0.19 0.404
H 16.8129 12.1990 11.9234 -0.39 0.13 -0.45 -0.241
H 17.4718 12.1392 13.4727 -1.16 -1.06 -0.48 0.884
H 16.3519 13.8027 14.1494 0.13 0.37 -0.13 0.360
H 14.8945 12.9281 14.0790 -0.15 0.05 -0.26 0.313
C 16.0572 8.0014 5.6900 0.09 0.05 0.67 -0.934
O 15.6437 8.0651 7.0520 0.28 0.81 1.49 -0.218
C 16.2386 9.0407 7.8500 -0.96 -0.28 -2.26 1.013
C 16.6216 10.2961 7.3725 -0.20 0.02 -2.86 -0.525
C 17.3229 11.2155 8.0803 1.29 -1.47 1.17 -1.021
C 17.6879 10.8838 9.4315 -1.23 1.86 -1.95 -0.915
C 17.0923 9.8154 9.9908 -0.86 -1.88 -0.65 -0.512
C 16.4198 8.8303 9.1518 1.11 1.73 3.21 0.328
N 16.1396 7.6330 9.8157 -0.44 0.27 -0.51 0.162
C 15.0396 6.9141 9.8132 2.64 -1.12 0.56 -0.601
C 13.7787 7.2048 9.3962 -2.70 -0.32 -0.51 1.297
C 12.8737 6.0743 9.2770 1.06 0.30 -0.44 -1.235
C 11.5750 6.2207 8.9009 0.49 -0.83 -0.15 -0.712
C 11.1422 7.5114 8.4823 -0.76 -1.61 -0.43 -0.490
C 11.9803 8.5678 8.4793 -0.62 0.65 0.66 -1.167
C 13.2043 8.4977 9.1172 2.10 0.27 0.94 1.068
O 13.7725 9.5948 9.5606 -0.21 -0.96 -1.04 -0.488
H 15.3445 7.3368 5.2324 0.11 -0.47 -0.27 0.247
H 17.0972 7.6359 5.6774 -0.42 0.20 -0.49 0.333
H 15.9146 8.9708 5.2410 0.33 0.19 -0.47 0.394
H 16.4810 10.4693 6.2776 0.03 0.05 1.15 0.145
H 17.8195 11.9995 7.5436 -0.20 0.63 0.08 0.500
H 18.2352 11.6483 9.9253 0.49 0.13 0.89 0.540
H 17.0660 9.6309 11.0544 0.41 -0.11 0.17 0.466
H 16.9941 7.2383 10.1432 0.17 -0.76 0.58 0.381
H 15.3418 5.9077 10.1504 -1.05 0.25 -0.05 0.502
H 13.3179 5.0708 9.3097 -0.31 0.39 0.50 0.399
H 11.0478 5.2516 8.8375 -0.38 1.14 -0.19 0.417
H 10.1383 7.6205 8.0936 -0.08 0.08 0.09 0.454
H 11.6353 9.5635 8.3083 -0.31 0.45 -0.48 0.563
```
Positions in Å, forces in eV/Å.

* lowest unoccupied orbital energy (spin up / spin down): -3.6 / -3.6 eV
* charge: +1
* 2S+1: 3
* E_HOMO (spin up / spin down): -9.337 / -9.343 eV


[2]
# C8H23CoNO6

A molecular structure, C8H23CoNO6 at a distorted geometry (the ωB97M-V functional and the def2-TZVPD basis, the OMol25 dataset).

```
39
Properties=species:S:1:pos:R:3:forces:R:3:mulliken_charge:R:1
Co 0.6929 -0.1203 0.7741 -2.21 -0.31 0.49 1.049
O -0.8297 0.4195 2.0123 1.00 -0.43 -0.64 -0.692
C -1.4034 -0.6976 2.6189 -0.39 0.50 0.32 -0.431
C -0.9401 -2.0720 2.0428 -0.30 -0.11 -1.48 -0.539
O 0.1379 -2.0580 1.1251 0.65 1.37 0.62 -0.810
H -2.5023 -0.5984 2.5461 -0.07 -0.36 -0.41 0.309
H -1.3228 -0.6979 3.7247 0.74 0.08 0.02 0.272
H -1.7792 -2.4458 1.4317 -0.35 -0.29 0.49 0.225
H -0.7440 -2.7861 2.8524 -0.08 -0.03 0.09 0.344
C 1.7503 2.8505 1.7221 0.93 -0.56 0.74 -0.874
O 1.4445 1.9413 0.6787 -0.70 0.71 -0.25 -0.054
C 0.9781 2.6227 -0.5055 0.17 -0.50 0.09 -0.642
C -0.4021 2.1643 -0.9525 0.20 0.10 0.72 -0.912
N -0.4509 0.7041 -1.1079 0.36 1.00 0.01 0.261
C -1.8020 0.2606 -1.4114 -0.21 -1.05 0.27 -1.026
C -1.7926 -1.1860 -1.8665 -0.43 -0.08 0.92 -0.420
O -0.9336 -1.4057 -2.9560 -0.16 -0.02 -0.21 -0.408
C -0.6546 -2.7937 -3.0861 0.32 0.52 -0.27 -0.743
H 2.5283 3.5271 1.3558 -0.36 0.40 0.07 0.391
H 2.2256 2.2973 2.5367 -0.14 -0.25 -0.20 0.180
H 0.8962 3.3346 2.1963 -0.22 0.15 -0.54 0.312
H 1.7567 2.3852 -1.2372 -0.23 0.25 -0.38 0.250
H 0.9368 3.6985 -0.3395 0.19 0.04 0.02 0.518
H -0.6846 2.7565 -1.8314 0.15 -0.33 -0.40 0.483
H -1.1424 2.4672 -0.2091 0.11 -0.31 0.31 0.386
H 0.1750 0.4584 -1.8691 -0.32 -0.15 -0.23 0.173
H -2.3390 0.9191 -2.1009 0.21 0.06 -0.20 0.457
H -2.3704 0.2072 -0.4787 0.07 0.43 0.10 0.387
H -2.8364 -1.4878 -2.0369 0.07 0.02 -0.55 0.426
H -1.4937 -1.8049 -1.0079 0.39 0.12 -0.02 0.173
H 0.0015 -2.9032 -3.9475 0.07 -0.02 0.01 0.257
H -1.5622 -3.3644 -3.2873 -0.10 -0.09 0.21 0.310
H -0.1411 -3.1235 -2.1824 -0.12 -0.34 0.05 0.314
O 2.2131 -0.5185 -0.7158 0.66 -0.09 -0.35 -0.444
H 3.0581 -0.9117 -0.4634 -0.22 -0.07 0.12 0.243
H 2.2821 -0.3490 -1.6624 -0.14 -0.05 0.09 0.243
O 2.1655 -0.4012 2.2452 0.75 -0.48 0.92 -0.481
H 1.8464 -1.1234 2.8130 -0.17 0.05 -0.42 0.274
H 3.0385 -0.1651 2.5795 -0.11 0.12 -0.13 0.239
```
Positions in Å, forces in eV/Å.

* lowest unoccupied orbital energy (spin up / spin down): -0.1 / -0.1 eV
* charge: 0
* 2S+1: 4
* E_HOMO (spin up / spin down): -6.598 / -6.593 eV


[3]
# C6H14N2O2

2 unconnected molecules or ions with the total composition C6H14N2O2 at a distorted geometry (the ωB97M-V functional and the def2-TZVPD basis, the OMol25 dataset).

```
24
Properties=species:S:1:pos:R:3:forces:R:3:mulliken_charge:R:1
C 2.0216 2.0136 -1.5514 0.11 -0.06 -0.01 -1.080
C -0.7259 -0.5160 -2.2968 0.77 1.00 1.36 -0.717
C 0.6075 1.5242 -1.7776 0.13 0.18 -1.29 0.704
O -0.3541 2.2646 -1.7249 -0.21 -0.31 0.59 -0.615
N 0.5346 0.2443 -2.2967 0.34 -0.15 0.18 -0.236
H 2.1250 2.7133 -0.7256 -0.32 -0.24 0.25 0.296
H 1.3868 -0.2904 -2.2085 -0.19 0.03 -0.13 0.255
H -1.2998 0.1017 -1.6014 -0.77 -0.54 -0.19 0.218
H 2.6987 1.1678 -1.4278 0.21 0.23 0.00 0.337
H 2.3057 2.6061 -2.4220 0.05 -0.25 -0.18 0.297
H -1.2541 -0.6262 -3.2307 0.18 0.18 -0.43 0.282
H -0.5045 -1.4840 -1.8533 -0.29 -0.13 -0.06 0.269
C 0.9830 -1.5409 1.3008 1.03 -0.08 0.36 -0.942
C -2.3317 -0.0968 2.3945 0.35 0.38 0.45 -0.969
C -1.0247 -0.8322 2.5844 1.90 0.57 -1.08 0.662
O -0.7385 -1.5397 3.5241 -0.72 -0.13 0.08 -0.606
N -0.0841 -0.6146 1.5670 -0.77 -0.07 0.65 -0.107
H -0.3670 0.0183 0.8507 -0.08 0.12 -0.47 0.162
H 0.7027 -2.3102 0.5900 -0.17 -0.30 -0.08 0.298
H -3.0649 -0.9005 2.3733 -0.46 0.44 0.06 0.258
H 1.9237 -1.1032 0.9413 -0.49 0.54 -0.20 0.291
H 1.3229 -1.9984 2.2270 -0.50 -0.22 0.13 0.360
H -2.4617 0.6092 3.2144 -0.29 -0.56 0.51 0.295
H -2.4014 0.5902 1.5492 0.19 -0.64 -0.47 0.288
```
Positions in Å, forces in eV/Å.

* lowest unoccupied orbital energy: 0.6 eV
* charge: 0
* 2S+1: 1
* SMILES string: CNC(C)=O.CNC(C)=O
* E_HOMO: -9.669 eV


[4]
# C30H42N2O2P2Ti

A molecular structure, C30H42N2O2P2Ti at a distorted geometry (the ωB97M-V functional and the def2-TZVPD basis, the OMol25 dataset).

```
79
Properties=species:S:1:pos:R:3:forces:R:3:mulliken_charge:R:1
P -0.4357 -0.5228 -3.9509 -0.29 2.62 -4.48 1.085
P 2.2101 -1.2563 -3.0031 2.19 0.24 -2.19 1.448
C 1.0322 -0.2015 -5.1742 0.30 -0.60 0.44 -0.978
C 2.0781 -1.2697 -4.8851 0.61 -0.15 0.17 -1.024
H 1.4707 0.8012 -4.9969 -0.36 -0.48 0.01 0.400
H 0.6520 -0.2365 -6.2184 0.22 0.06 0.76 0.497
H 1.7763 -2.2666 -5.2567 -0.02 0.36 0.34 0.310
H 3.0500 -1.0365 -5.3624 -0.31 -0.13 0.33 0.461
C 3.2343 0.2632 -2.7741 0.02 0.05 0.09 -1.407
H 3.6094 0.2318 -1.7406 -0.05 0.16 -0.26 0.419
H 2.6043 1.1583 -2.8843 0.23 -0.41 0.00 0.209
H 4.0771 0.3537 -3.4757 -0.20 -0.26 0.21 0.464
C 3.3116 -2.5933 -2.5327 0.65 -0.30 -0.04 -1.269
H 4.1980 -2.6353 -3.1782 -0.06 -0.10 0.23 0.433
H 2.7615 -3.5438 -2.5719 0.20 0.26 0.04 0.349
H 3.5974 -2.3867 -1.4933 0.04 -0.25 -0.19 0.319
C -1.0464 1.1864 -4.5564 -0.65 0.58 0.58 -1.543
H -2.0731 1.3818 -4.2322 0.13 0.00 0.06 0.473
H -1.0788 1.2239 -5.6602 0.26 -0.38 0.56 0.601
H -0.4215 2.0359 -4.2568 -0.04 -0.30 0.32 0.283
C -1.4564 -1.2376 -5.3184 -0.64 -0.83 -0.28 -1.409
H -1.1410 -2.2312 -5.6227 0.02 -0.31 0.23 0.347
H -1.4251 -0.6229 -6.2324 0.15 -0.13 0.57 0.480
H -2.5035 -1.2874 -5.0217 -0.07 -0.17 0.12 0.403
Ti 0.2963 -1.6179 -1.8301 -2.31 -0.56 3.81 -0.468
C 0.9745 2.4954 -1.3162 0.31 -0.79 -0.40 -1.002
C 0.6588 3.6925 -1.8195 0.29 -0.25 -0.32 -0.817
C -0.4561 4.5477 -1.3274 -0.33 0.35 -0.65 -0.765
C -1.1092 4.3347 0.0629 -0.51 1.11 -1.06 -0.731
C -2.3549 3.4946 0.1516 -1.19 -0.64 0.73 -0.577
C -2.5151 2.3106 -0.4527 -0.45 0.19 -0.27 -0.620
C -1.5391 1.7197 -1.4563 0.25 -1.24 0.04 -0.512
C -0.0706 1.4294 -1.0038 -0.14 -1.06 1.35 3.241
C -0.5361 -3.5689 -1.3379 0.00 0.01 0.07 -1.282
H 2.0350 2.1815 -1.3955 -1.01 -0.20 -0.41 0.836
H 1.1847 4.0187 -2.7486 0.43 0.56 1.44 0.284
H -1.2484 4.5145 -2.0703 -0.40 0.41 -0.23 0.265
H -0.0349 5.5869 -1.3494 -0.41 -0.76 0.03 0.486
H -0.3420 4.0697 0.8000 -0.33 0.27 0.13 0.304
H -1.5594 5.3371 0.1899 0.83 -0.16 0.82 0.452
H -3.1920 3.9561 0.8140 1.55 -1.19 -1.10 0.281
H -3.4178 1.6624 -0.3424 0.66 1.01 0.22 0.269
H -1.5047 2.2467 -2.4221 -0.13 0.17 0.67 0.298
H -1.9697 0.7178 -1.7221 0.38 0.69 0.26 0.458
H -0.0858 0.9216 0.0109 0.05 1.08 -0.95 -0.240
H 0.2595 0.5423 -1.6501 0.00 1.14 0.25 -2.056
H 0.0312 -4.3531 -0.7782 -0.20 0.60 -0.66 0.287
H -0.9089 -3.9630 -2.2875 -0.34 -0.48 0.18 0.289
H -1.3912 -3.2935 -0.6571 0.54 -0.07 -0.72 0.347
O 1.2487 -1.6957 0.0722 -0.15 0.52 0.61 -0.829
C 0.5187 -1.3385 1.0668 -0.78 0.49 0.00 0.172
N 0.9877 -1.1191 2.3534 0.92 -0.24 -0.57 -0.035
C -0.1321 -0.8021 3.2321 -0.30 -0.29 0.99 3.862
C -1.1253 -0.3443 2.1399 -0.18 0.62 -1.70 -0.823
O -1.9744 0.5225 2.2117 0.41 -1.00 0.59 -0.667
N -0.7837 -1.0114 0.9434 0.71 0.35 0.50 -0.049
C -0.7029 -2.0661 3.8900 0.35 -0.87 0.01 -1.073
C -1.9012 -2.6396 3.4640 -0.57 0.14 0.13 -0.084
C -2.5031 -3.6689 4.1976 0.31 -0.21 0.47 -0.798
C -1.8451 -4.2027 5.3156 0.18 0.11 -0.38 -0.408
C -0.5511 -3.7588 5.6341 0.10 0.07 -0.05 -0.784
C 0.0247 -2.7048 4.9172 -0.58 0.14 0.00 0.163
C 0.1287 0.2459 4.3327 0.33 0.26 0.22 -0.499
C -0.6743 0.3774 5.4948 0.13 0.29 0.23 -0.212
C -0.4629 1.4336 6.4147 0.15 -0.42 -0.75 -0.749
C 0.5714 2.3576 6.1981 0.08 -0.36 -0.06 -0.414
C 1.4553 2.1558 5.1273 -0.67 -0.41 0.08 -0.869
C 1.2273 1.0990 4.2124 0.25 0.77 0.72 -0.353
H 1.9352 -1.3607 2.6433 -0.71 -0.04 -0.10 0.339
H -2.4205 -2.2621 2.5726 0.22 -0.05 0.55 0.403
H -3.4975 -4.0432 3.9231 0.52 0.17 0.02 0.388
H -2.3128 -4.9934 5.9077 0.15 0.27 -0.21 0.376
H 0.0135 -4.2229 6.4592 -0.38 0.26 -0.48 0.351
H 1.0195 -2.3323 5.1830 -0.38 -0.09 0.01 0.374
H -1.4338 -0.3755 5.7517 0.25 0.47 -0.44 0.384
H -1.1003 1.5214 7.3058 0.29 -0.09 -0.52 0.364
H 0.7166 3.1848 6.9084 0.00 -0.43 -0.43 0.362
H 2.3121 2.8239 5.0190 -0.23 -0.29 -0.11 0.381
H 1.9756 0.9286 3.4453 -0.28 0.12 -0.18 0.349
```
Positions in Å, forces in eV/Å.

* lowest unoccupied orbital energy (spin up / spin down): 0.3 / 0.0 eV
* charge: 0
* 2S+1: 3
* E_HOMO (spin up / spin down): -6.648 / -8.002 eV


no.,total energy (eV),molecular weight (g mol⁻¹)
1,-63570.125,714.65
2,-60068.677,288.21
3,-13524.592,146.19
4,-80555.369,572.49